(1)
6 unconnected molecules or ions with the total composition C30H80N6O13 at a distorted geometry, computed with the ωB97M-V functional and the def2-TZVPD basis.

Last column: Löwdin charge in e.
Atoms and positions in Å:
N: -9.96 17.98 6.12  -0.4037
O: -10.73 18.79 6.54  -0.1029
O: -10.31 16.77 6.15  -0.0436
O: -8.84 18.38 5.78  -0.1682
C: -3.44 16.90 0.04  -0.1069
O: -4.34 16.74 1.11  -0.1851
C: -4.45 15.35 1.42  -0.1840
C: -5.15 15.24 2.81  -0.0535
N: -4.34 15.99 3.89  0.0797
H: -3.36 15.81 3.78  0.1692
H: -4.35 16.97 3.64  0.1641
C: -4.65 15.69 5.40  -0.0167
C: -6.04 16.10 5.80  -0.1867
O: -7.15 15.44 5.13  -0.1017
C: -8.41 15.98 5.49  -0.1191
H: -2.46 16.47 0.24  0.0956
H: -3.27 17.94 -0.22  0.0991
H: -3.67 16.51 -0.95  0.1022
H: -3.48 14.88 1.50  0.1327
H: -5.09 14.88 0.67  0.1461
H: -5.05 14.18 3.03  0.1415
H: -6.17 15.63 2.84  0.1273
H: -3.85 16.29 5.83  0.1430
H: -4.37 14.65 5.58  0.1519
H: -6.20 17.17 5.94  0.1286
H: -6.17 15.78 6.84  0.0799
H: -8.33 17.07 5.44  0.0589
H: -8.86 15.67 6.43  0.0756
H: -9.03 15.64 4.65  0.1264
C: -7.41 23.76 5.51  -0.0716
O: -7.59 22.40 5.18  -0.1751
C: -6.99 21.66 6.22  -0.1969
C: -7.63 20.28 6.26  -0.0747
N: -9.09 20.30 6.75  0.0807
H: -9.43 19.37 6.54  -0.0242
H: -9.02 20.37 7.76  0.1502
C: -10.14 21.16 6.00  -0.0074
C: -10.07 20.97 4.50  -0.1460
O: -10.24 19.62 4.15  -0.3022
C: -10.01 19.32 2.76  -0.0309
H: -7.90 24.44 4.81  0.1086
H: -6.34 23.97 5.43  0.1072
H: -7.74 24.05 6.50  0.0961
H: -7.01 22.09 7.22  0.1336
H: -5.97 21.40 5.97  0.1465
H: -7.16 19.48 6.84  0.0849
H: -7.65 19.84 5.26  0.1526
H: -9.86 22.18 6.28  0.1484
H: -11.07 20.75 6.39  0.0893
H: -9.12 21.21 4.01  0.1306
H: -10.82 21.64 4.08  0.1530
H: -9.99 18.23 2.73  0.0814
H: -9.07 19.59 2.28  0.1229
H: -10.89 19.40 2.11  0.1113
C: -13.26 20.62 8.46  -0.0736
O: -13.88 20.38 7.22  -0.1846
C: -13.74 21.38 6.22  -0.1573
C: -14.34 20.77 4.94  -0.0466
N: -13.93 19.33 4.77  0.1216
H: -14.03 18.96 5.71  0.1291
H: -14.57 18.99 4.06  0.1857
C: -12.45 19.15 4.32  -0.0620
C: -12.18 17.70 3.92  -0.0942
O: -12.41 16.98 5.17  -0.3050
C: -12.12 15.59 5.01  -0.0576
H: -12.20 20.81 8.31  0.0822
H: -13.35 19.75 9.12  0.0767
H: -13.69 21.49 8.95  0.1208
H: -12.73 21.77 6.10  0.1051
H: -14.29 22.24 6.59  0.1498
H: -14.25 21.33 4.01  0.1505
H: -15.41 20.72 5.14  0.1477
H: -11.75 19.47 5.08  0.0937
H: -12.32 19.72 3.39  0.1337
H: -11.17 17.56 3.53  0.0957
H: -12.81 17.24 3.16  0.1533
H: -12.10 15.11 5.99  0.0970
H: -11.12 15.27 4.70  0.0946
H: -12.84 14.98 4.47  0.1253
C: -11.63 20.79 11.39  -0.0083
O: -11.59 19.86 10.26  -0.2553
C: -10.56 18.86 10.22  -0.1507
C: -10.61 18.05 8.90  -0.0855
N: -12.03 17.52 8.78  0.1617
H: -12.10 16.72 9.39  0.1868
H: -12.62 18.25 9.13  0.1140
C: -12.42 17.06 7.33  -0.0857
C: -13.97 16.77 7.28  -0.1291
O: -14.62 17.62 8.23  -0.1858
C: -15.67 17.06 8.79  -0.1436
H: -10.72 21.38 11.41  0.0902
H: -11.70 20.21 12.31  0.1017
H: -12.51 21.43 11.43  0.1056
H: -10.65 18.17 11.06  0.1566
H: -9.54 19.24 10.27  0.0614
H: -9.92 17.21 8.92  0.1180
H: -10.48 18.73 8.06  0.0809
H: -11.72 16.31 6.97  0.0894
H: -12.32 17.92 6.67  0.0876
H: -13.91 15.73 7.62  0.1311
H: -14.41 16.70 6.28  0.1365
H: -15.29 16.29 9.46  0.0986
H: -16.43 16.55 8.19  0.1117
H: -16.19 17.75 9.46  0.1118
C: -5.59 21.89 11.00  -0.0752
O: -5.91 20.58 10.47  -0.2010
C: -7.18 19.93 10.94  -0.1181
C: -7.56 18.63 10.18  -0.0634
N: -7.30 18.92 8.69  0.1105
H: -7.65 19.85 8.52  0.1189
H: -6.33 19.08 8.49  0.1787
C: -8.02 17.95 7.74  -0.1081
C: -7.71 16.44 7.95  -0.1232
O: -8.30 16.13 9.27  -0.2112
C: -7.87 14.82 9.68  -0.0592
H: -5.47 21.89 12.08  0.0942
H: -6.47 22.53 11.03  0.0838
H: -4.71 22.40 10.62  0.1051
H: -8.05 20.60 10.90  0.1084
H: -7.06 19.79 12.02  0.1457
H: -8.60 18.35 10.36  0.0738
H: -6.85 17.86 10.48  0.1523
H: -7.75 18.25 6.73  0.0583
H: -9.09 18.09 7.90  0.0756
H: -6.63 16.34 7.82  0.1043
H: -8.33 15.92 7.22  0.0470
H: -6.85 14.63 10.01  0.1028
H: -8.05 14.00 8.98  0.0990
H: -8.52 14.54 10.51  0.1014

Computed properties:
Net charge ... +4
Highest occupied orbital energy ... -18.2 eV
Energy above the lowest of the compared OMol25 structures with the same formula, charge and spin ... 2171.9 kJ/mol
Gap between HOMO and LUMO ... 8.42 eV

(2)
2 unconnected molecules or ions with the total composition C4H12N2O at a distorted geometry, computed with the ωB97M-V functional and the def2-TZVPD basis.

Last column: natural (NBO) charge in e.
Atoms and positions in Å:
N: 1.88 -1.12 1.02  -0.8342
C: 0.82 -0.18 0.97  -0.0094
C: 0.02 0.10 -0.06  -0.2767
C: -1.09 1.12 0.01  -0.4401
C: -2.47 0.43 0.12  -0.2090
N: -2.82 -0.45 -1.00  -0.8266
H: 1.69 -1.81 1.72  0.3711
H: 2.00 -1.56 0.12  0.3712
H: 0.70 0.36 1.91  0.1792
H: 0.14 -0.49 -0.96  0.1922
H: -0.95 1.81 0.83  0.2104
H: -1.09 1.72 -0.90  0.1994
H: -2.66 0.02 1.10  0.1915
H: -3.18 1.26 -0.03  0.1836
H: -2.19 -1.24 -1.10  0.3503
H: -2.72 0.12 -1.84  0.3469
O: 3.96 -0.15 -1.00  -0.9435
H: 3.27 0.25 -0.49  0.4744
H: 4.71 -0.20 -0.42  0.4694

Computed properties:
Structure (SMILES) ... N/C=C/CCN.O
Highest occupied orbital energy ... -8.6 eV
Energy above the lowest of the compared OMol25 structures with the same formula, charge and spin ... 154.0 kJ/mol
Gap between HOMO and LUMO ... 9.56 eV

(3)
C6H12O2S2 in the gas phase at a distorted geometry, computed with the ωB97M-V functional and the def2-TZVPD basis.

Last column: Löwdin spin population.
Atoms and positions in Å:
C: -1.17 -1.12 -0.99  0.6392
C: -1.07 -0.50 1.23  0.0794
C: -2.13 -1.06 0.19  0.1020
C: 0.03 -0.30 0.21  0.4864
C: 2.33 -0.67 -1.27  0.0520
C: 0.42 2.20 1.17  0.0333
O: -1.34 1.66 -0.78  0.0035
O: -3.15 -0.17 -0.03  0.0318
S: 1.65 -1.06 0.39  0.3731
S: 0.07 1.54 -0.45  0.0587
H: -0.87 -2.16 -1.24  0.0366
H: -1.31 -0.42 -1.89  0.0367
H: -1.47 0.42 1.63  0.0095
H: -0.94 -1.15 2.05  0.0077
H: -2.67 -1.94 0.49  0.0167
H: 1.99 -1.46 -1.95  0.0094
H: 3.30 -0.63 -1.05  0.0036
H: 1.89 0.31 -1.59  0.0022
H: 1.08 1.43 1.57  0.0097
H: -0.48 2.06 1.82  0.0011
H: 0.78 3.13 1.14  0.0060
H: -2.99 0.73 -0.42  0.0015

Computed properties:
2S+1 ... 3
Highest occupied orbital energy (spin up / spin down) ... -4.0 / -9.1 eV
Gap between HOMO and LUMO (spin up / spin down) ... 4.48 / 6.74 eV

(4)
A gas-phase ion, C8H16N3 (charge +1) at a distorted geometry, computed with the ωB97M-V functional and the def2-TZVPD basis.

Last column: natural (NBO) charge in e.
Atoms and positions in Å:
C: -2.74 0.97 0.82  -0.6902
C: -2.50 -0.13 -0.13  0.3680
N: -3.32 -0.80 -0.83  -0.4049
C: -2.66 -1.85 -1.35  -0.0399
C: -1.32 -1.75 -1.03  -0.1417
N: -1.16 -0.64 -0.25  -0.4132
C: -0.01 -0.13 0.41  0.1680
N: 0.35 -1.21 1.45  -0.7126
C: 1.22 0.10 -0.51  -0.2528
C: 2.51 0.39 0.26  -0.6231
C: 0.71 1.05 -1.56  -0.6118
H: -2.68 0.63 1.98  0.2272
H: -2.10 1.85 0.68  0.2324
H: -3.61 1.51 0.65  0.2736
H: -3.16 -2.56 -1.89  0.2244
H: -0.53 -2.26 -1.43  0.2125
H: -0.39 0.62 1.02  0.2348
H: 0.70 -2.02 0.92  0.4291
H: 1.17 -0.91 2.00  0.4563
H: -0.41 -1.78 1.81  0.4639
H: 1.22 -0.77 -1.07  0.2061
H: 2.53 1.54 0.44  0.2406
H: 2.69 -0.11 1.32  0.1953
H: 3.24 0.16 -0.49  0.2523
H: 1.09 2.07 -1.17  0.2190
H: -0.47 0.98 -1.75  0.2514
H: 1.26 0.92 -2.45  0.2353

Computed properties:
Structure (SMILES) ... Cc1nccn1[C@@H]([NH3+])C(C)C
Net charge ... +1
Highest occupied orbital energy ... -12.3 eV
Energy above the lowest of the compared OMol25 structures with the same formula, charge and spin ... 219.4 kJ/mol
Gap between HOMO and LUMO ... 8.76 eV

(5)
C22H28N4O3 in the gas phase, computed with the ωB97M-V functional and the def2-TZVPD basis.

Last column: natural (NBO) charge in e.
Atoms and positions in Å:
C: -1.79 1.97 -7.47  -0.2497
O: -2.13 1.62 -6.16  -0.5100
C: -1.24 1.88 -5.15  0.2250
C: -0.05 2.57 -5.36  -0.2848
C: 0.83 2.84 -4.32  -0.1784
C: 0.55 2.39 -3.04  -0.1072
C: 1.47 2.67 -1.94  0.0910
N: 1.78 1.98 -0.92  -0.2486
N: 1.37 0.69 -0.74  -0.5035
C: 1.31 -0.30 -1.67  0.6557
O: 1.53 -0.16 -2.85  -0.6075
C: 1.02 -1.66 -1.04  -0.5033
C: 0.02 -1.64 0.12  -0.2131
N: 0.54 -0.94 1.29  -0.4763
C: 1.47 -1.74 2.07  -0.2385
C: 2.12 -0.88 3.15  -0.2137
N: 1.11 -0.32 4.03  -0.4542
C: 0.70 -1.02 5.16  0.2625
C: -0.63 -1.13 5.55  -0.3131
C: -0.98 -1.78 6.72  -0.1728
C: -0.02 -2.36 7.53  -0.2591
C: 1.31 -2.25 7.15  -0.1850
C: 1.67 -1.59 6.00  -0.2851
C: 0.16 0.44 3.25  -0.2222
C: -0.50 -0.42 2.16  -0.2352
C: -0.65 1.71 -2.82  -0.2224
C: -1.55 1.44 -3.85  0.3258
O: -2.67 0.79 -3.44  -0.5154
C: -3.55 0.20 -4.37  -0.2399
H: -0.87 1.48 -7.80  0.1795
H: -2.62 1.62 -8.09  0.1989
H: -1.69 3.06 -7.59  0.1762
H: 0.21 2.91 -6.35  0.2190
H: 1.74 3.37 -4.52  0.2115
H: 1.97 3.63 -1.98  0.1883
H: 1.33 0.40 0.24  0.4301
H: 1.97 -2.09 -0.73  0.2218
H: 0.62 -2.29 -1.84  0.2421
H: -0.88 -1.11 -0.21  0.2075
H: -0.27 -2.67 0.37  0.1845
H: 2.25 -2.14 1.41  0.2062
H: 0.96 -2.60 2.54  0.1754
H: 2.82 -1.48 3.72  0.2143
H: 2.66 -0.05 2.68  0.2011
H: -1.42 -0.71 4.95  0.2078
H: -2.03 -1.85 6.99  0.2098
H: -0.30 -2.87 8.43  0.2122
H: 2.08 -2.68 7.78  0.2118
H: 2.72 -1.50 5.75  0.2089
H: -0.60 0.88 3.90  0.2159
H: 0.71 1.25 2.76  0.2053
H: -1.17 0.21 1.56  0.2090
H: -1.09 -1.23 2.62  0.1749
H: -0.92 1.37 -1.84  0.2188
H: -4.08 0.95 -4.96  0.1845
H: -4.27 -0.36 -3.77  0.1847
H: -3.03 -0.48 -5.04  0.1788

Computed properties:
Structure (SMILES) ... COc1ccc(/C=N\NC(=O)CCN2CCN(c3ccccc3)CC2)cc1OC
Highest occupied orbital energy ... -7.8 eV
Energy above the lowest of the compared OMol25 structures with the same formula, charge and spin ... 473.4 kJ/mol
Gap between HOMO and LUMO ... 8.54 eV

(6)
6 unconnected molecules or ions with the total composition C20H43BNO12 at a distorted geometry, computed with the ωB97M-V functional and the def2-TZVPD basis.

Last column: Löwdin charge in e.
Atoms and positions in Å:
N: 0.13 -4.55 -0.33  0.0519
B: -1.23 -4.30 -0.29  -0.9809
O: -1.83 -2.97 -0.23  0.0069
O: -2.23 -5.29 -0.22  0.0269
H: 0.57 -4.32 -1.21  -0.0561
H: -2.14 -2.76 -1.12  0.0487
H: -1.84 -6.09 -0.56  0.0473
O: 2.18 -1.05 -2.43  0.0769
C: 1.80 -0.63 -1.37  -0.4996
O: 2.14 0.66 -1.05  -0.0225
C: 1.57 1.33 0.08  -0.2249
C: 2.23 0.89 1.37  -0.0594
C: 1.07 -1.45 -0.34  0.0062
H: 0.49 1.18 0.12  0.1016
H: 1.74 2.39 -0.10  0.0979
H: 2.04 -0.17 1.53  0.0485
H: 1.83 1.44 2.22  0.0892
H: 3.31 1.04 1.33  0.0699
H: 1.79 -2.03 0.23  0.0849
H: 0.40 -2.16 -0.81  0.0571
H: 0.47 -0.85 0.34  0.0511
O: -1.70 0.02 0.58  0.1068
C: -2.89 0.04 0.76  -0.5129
O: -3.69 -0.43 -0.22  -0.0071
C: -5.10 -0.56 -0.11  -0.2358
C: -5.80 0.74 -0.44  -0.0696
C: -3.50 0.63 2.01  0.0185
H: -5.40 -0.93 0.88  0.1132
H: -5.36 -1.33 -0.83  0.1092
H: -5.54 1.52 0.27  0.0666
H: -6.88 0.61 -0.44  0.0813
H: -5.49 1.07 -1.43  0.0590
H: -3.56 1.71 1.88  0.0897
H: -2.84 0.42 2.84  0.0900
H: -4.49 0.25 2.25  0.0663
O: -5.32 -0.55 -3.08  0.0974
C: -4.60 -0.20 -3.97  -0.4966
O: -5.16 0.39 -5.06  -0.0037
C: -4.36 0.98 -6.09  -0.2457
C: -3.90 -0.04 -7.11  -0.0664
C: -3.11 -0.45 -3.91  0.0338
H: -3.53 1.54 -5.66  0.1120
H: -5.03 1.70 -6.56  0.1188
H: -3.25 -0.79 -6.66  0.0702
H: -3.35 0.45 -7.92  0.0790
H: -4.76 -0.56 -7.54  0.0809
H: -2.92 -1.47 -4.24  0.1032
H: -2.80 -0.35 -2.87  0.0892
H: -2.51 0.23 -4.52  0.0715
O: 1.16 -0.58 5.61  0.0924
C: 1.66 -1.59 5.22  -0.5325
O: 2.30 -1.60 4.04  -0.0069
C: 3.07 -2.70 3.56  -0.2357
C: 2.22 -3.75 2.88  -0.0531
C: 1.54 -2.89 6.00  0.0071
H: 3.68 -3.12 4.37  0.1060
H: 3.76 -2.26 2.84  0.1177
H: 1.51 -4.20 3.57  0.0702
H: 2.85 -4.54 2.47  0.0847
H: 1.65 -3.31 2.06  0.0621
H: 0.58 -3.34 5.77  0.0964
H: 1.56 -2.64 7.06  0.0836
H: 2.33 -3.61 5.80  0.0643
O: 2.42 4.69 0.88  0.1083
C: 3.58 4.72 0.61  -0.5224
O: 4.36 3.69 0.99  -0.0068
C: 5.71 3.53 0.57  -0.2357
C: 6.68 4.30 1.44  -0.0670
C: 4.21 5.90 -0.10  0.0119
H: 5.82 3.77 -0.49  0.1145
H: 5.90 2.46 0.67  0.1245
H: 6.50 5.38 1.38  0.0653
H: 7.71 4.11 1.13  0.0789
H: 6.56 4.01 2.48  0.0833
H: 4.42 6.67 0.64  0.0928
H: 3.48 6.29 -0.81  0.0893
H: 5.12 5.67 -0.65  0.0666

Computed properties:
Net charge ... -1
Highest occupied orbital energy ... -2.5 eV
Energy above the lowest of the compared OMol25 structures with the same formula, charge and spin ... 0.0 kJ/mol
Gap between HOMO and LUMO ... 4.70 eV